No. 1
A 11-piece molecular cluster, BF4H20O10 overall in a non-equilibrium geometry, computed with the ωB97M-V functional and the def2-TZVPD basis.

The electronic energy comes out at -1189.05536 Ha. The charge is -1. The spin multiplicity is 1. As for the frontier orbital gap: 10.161 eV.

Geometry as XYZ:
```
35
Properties=species:S:1:pos:R:3:forces:R:3
B 26.45576 -3.48480 19.08713 -0.78 -0.71 1.39
F 26.25645 -2.46263 19.95744 -0.70 1.41 1.17
F 27.40894 -3.17824 18.24752 3.25 0.75 -2.99
F 26.87810 -4.59067 19.78654 -0.08 -1.64 0.71
F 25.32704 -3.73269 18.33665 -1.86 -0.40 -0.39
O 26.53521 -5.20060 16.06080 0.49 -0.17 -0.35
H 25.59500 -5.32083 15.92744 -0.40 -0.01 0.11
H 26.59713 -4.57016 16.77840 0.03 -0.05 0.18
O 28.53737 -3.16812 15.33860 0.79 -0.15 -0.08
H 28.68124 -2.47760 14.69153 0.05 0.15 -0.01
H 27.60657 -3.10595 15.55302 -0.61 0.09 -0.05
O 25.28395 -4.82998 21.94288 -0.30 -0.29 0.58
H 25.74738 -4.80415 21.10574 0.15 0.05 -0.36
H 24.42456 -4.45359 21.75315 -0.16 0.15 0.00
O 26.01535 -2.03950 15.87739 -0.26 0.06 -0.49
H 26.24795 -1.17320 16.21153 0.25 0.26 0.24
H 25.54627 -2.45730 16.59963 -0.19 -0.25 0.31
O 23.59194 -1.73582 19.53052 -0.69 0.25 -0.06
H 24.23919 -2.37062 19.22341 0.23 -0.19 -0.08
H 24.06288 -1.20430 20.17236 0.18 0.00 0.13
O 28.60001 -5.03917 21.96504 0.39 0.13 0.35
H 29.08312 -5.75049 21.54447 0.11 -0.13 -0.13
H 27.74513 -5.04225 21.53445 -0.25 0.09 -0.10
O 29.58391 -4.89486 17.48050 0.48 -0.39 0.18
H 29.38206 -4.90035 18.41616 -0.13 0.02 0.19
H 29.04944 -4.18538 17.12385 -0.07 0.26 -0.43
O 27.97077 -0.68254 18.44442 0.25 1.06 -0.15
H 27.89667 -1.63672 18.46108 0.06 -0.27 -0.12
H 27.32594 -0.38055 19.08413 -0.14 0.01 0.11
O 23.75950 -5.46145 16.41279 -0.24 -0.23 -0.22
H 23.63574 -5.23429 17.33438 0.21 0.12 0.38
H 23.01236 -5.06428 15.96529 -0.15 0.12 -0.18
O 28.06727 -1.88819 22.14645 0.11 0.38 0.42
H 28.50330 -2.60841 21.69103 0.09 -0.45 -0.05
H 27.74662 -1.32031 21.44580 -0.10 -0.02 -0.19
```
Positions in Å, forces in eV/Å.


No. 2
C32H37N6RuS as an isolated structure in a non-equilibrium geometry, computed with the ωB97M-V functional and the def2-TZVPD basis.

The electronic energy comes out at -2062.68234 Ha. The charge is +2. As for the expectation value of S²: 0.77. The spin multiplicity is 2. As for the frontier orbital gap (alpha / beta): 7.360 / 5.812 eV.

Geometry as XYZ:
```
77
Properties=species:S:1:pos:R:3:forces:R:3
Ru 0.54797 -0.13091 0.31861 -0.03 2.39 1.45
C 0.58177 0.13785 3.45852 -0.07 -0.14 0.08
C -0.16462 -1.19132 3.52930 0.06 0.10 -0.01
C -1.30528 -1.30816 2.55055 0.17 0.07 0.25
C -2.33487 -2.20486 2.78596 0.02 0.08 0.07
C -3.43044 -2.22623 1.94085 -0.02 -0.01 -0.01
C -3.48544 -1.31429 0.90022 0.07 0.13 0.04
C -2.41434 -0.46072 0.72763 -0.23 0.21 -0.05
N -1.32106 -0.46376 1.50582 -0.17 -0.90 -0.73
N 1.44443 0.30441 2.26642 0.00 -0.36 0.19
C 2.62386 -0.60271 2.33142 -0.07 -0.14 -0.02
C 2.26429 -1.94054 1.74811 0.19 0.00 0.09
C 2.82415 -3.13944 2.15632 -0.08 0.11 -0.07
C 2.42324 -4.31274 1.53757 0.00 0.00 0.00
C 1.46293 -4.25309 0.53864 0.00 0.07 0.01
C 0.94862 -3.02270 0.17682 0.03 -0.21 -0.09
N 1.35436 -1.88848 0.76234 0.02 -0.29 -0.24
C 1.89421 1.70142 2.18757 0.09 0.07 -0.14
C 2.63086 1.88560 0.88756 -0.07 0.19 0.07
C 3.63168 2.82834 0.73264 -0.09 -0.09 -0.01
C 4.29633 2.91306 -0.47941 0.03 0.02 0.01
C 3.94352 2.04112 -1.49485 -0.06 -0.03 -0.02
C 2.91926 1.14108 -1.27546 0.10 0.05 0.08
N 2.25779 1.06276 -0.11043 0.26 -0.35 -0.54
H -0.14024 0.95548 3.44866 -0.02 -0.05 -0.01
H 1.19808 0.25396 4.35764 -0.01 0.01 -0.04
H 0.50659 -2.04786 3.43925 0.02 0.04 0.04
H -0.59012 -1.25903 4.53295 0.02 -0.03 -0.01
H -2.27904 -2.86523 3.64016 0.00 -0.01 0.03
H -4.23962 -2.92342 2.10957 -0.01 -0.02 0.00
H -4.32791 -1.26085 0.22744 -0.03 0.00 -0.01
H -2.42380 0.27219 -0.06646 0.03 -0.13 -0.04
H 3.42000 -0.18015 1.71730 0.00 0.01 0.05
H 3.01490 -0.68600 3.34956 -0.10 -0.05 0.01
H 3.55478 -3.14648 2.95290 0.02 0.00 0.01
H 2.84842 -5.26018 1.83789 0.00 -0.02 0.00
H 1.11343 -5.14434 0.03937 -0.01 -0.02 -0.01
H 0.20540 -2.91283 -0.60193 0.02 0.01 0.03
H 1.01307 2.34814 2.22146 0.00 -0.05 -0.03
H 2.52499 1.97148 3.04244 0.03 -0.01 -0.06
H 3.88767 3.47886 1.55632 0.02 0.00 0.05
H 5.08817 3.63539 -0.62060 0.01 0.02 0.00
H 4.45415 2.04893 -2.44682 -0.01 0.01 -0.02
H 2.60760 0.44911 -2.03968 -0.01 -0.04 -0.01
N -2.12919 1.88284 -3.33178 0.30 0.05 0.08
C -2.63120 0.67652 -3.59809 -0.05 0.07 -0.12
S -2.41878 -0.64118 -2.53415 0.17 -0.08 -0.11
N -3.32904 0.50182 -4.71838 -0.06 -0.16 0.05
C -3.63193 1.50333 -5.69784 -0.03 0.05 0.01
C -4.32981 2.64877 -5.33703 -0.01 -0.03 -0.02
C -4.62764 3.59252 -6.30799 0.02 0.04 -0.03
C -4.24540 3.38414 -7.62554 0.00 -0.03 0.03
C -3.55927 2.23000 -7.97626 -0.02 0.02 -0.03
C -3.24703 1.28482 -7.01236 0.03 0.00 0.01
H -1.46212 1.95630 -2.57870 -0.13 -0.02 -0.09
H -2.17055 2.61975 -4.02139 -0.02 -0.01 0.01
H -3.64113 -0.44448 -4.88507 -0.04 0.04 -0.01
H -4.66201 2.78707 -4.31655 -0.01 -0.01 0.03
H -5.17366 4.48503 -6.03646 -0.02 0.01 0.00
H -4.49441 4.11444 -8.38166 0.01 0.03 -0.02
H -3.26537 2.06513 -9.00325 -0.01 -0.01 -0.02
H -2.71633 0.37959 -7.27813 0.02 -0.01 0.00
C 2.36111 -1.42562 -4.12928 0.03 0.00 0.07
C 1.01283 -0.68297 -4.16679 -0.10 0.03 0.02
C 1.17211 0.67096 -4.87193 0.03 -0.01 -0.04
C -0.01499 -1.54554 -4.91923 0.07 -0.06 -0.06
C 0.54952 -0.47928 -2.78722 -1.04 0.21 0.76
C 0.14227 -0.30662 -1.60904 0.70 -0.76 -0.83
H 2.59571 -1.79097 -5.12795 0.03 0.03 -0.04
H 2.32823 -2.27883 -3.45183 -0.02 -0.03 -0.03
H 3.17285 -0.76696 -3.81771 0.01 0.00 0.03
H 1.66272 0.53047 -5.83511 -0.01 -0.01 -0.04
H 1.77681 1.36010 -4.28075 0.04 -0.01 0.00
H 0.20132 1.13442 -5.04935 -0.02 0.01 0.02
H 0.38096 -1.77931 -5.90792 0.00 0.01 -0.03
H -0.95682 -1.01459 -5.03682 -0.01 0.00 0.00
H -0.21371 -2.47811 -4.39316 0.02 -0.02 0.00
```
Positions in Å, forces in eV/Å.


No. 3
A 2-piece molecular cluster, C3H3NOS2 overall in a non-equilibrium geometry, computed with the ωB97M-V functional and the def2-TZVPD basis.

The electronic energy comes out at -1042.36132 Ha. The charge is 0. The spin multiplicity is 1. As for the frontier orbital gap: 9.120 eV.

Geometry as XYZ:
```
10
Properties=species:S:1:pos:R:3:forces:R:3
C -1.66443 -0.17625 0.38045 -4.88 -0.67 -1.59
C -0.55079 0.04097 -0.69331 1.19 -0.44 1.54
C 1.83271 -0.05821 0.51030 1.85 -3.03 -0.99
H -1.45813 -1.27242 1.34611 -0.60 3.58 -2.60
H -0.94007 -0.06757 -1.68019 -0.84 0.16 -0.58
H 2.81381 -0.42487 1.03645 -2.23 0.13 -0.93
N 1.71805 1.15329 0.36018 -2.33 2.53 -0.65
O -2.80352 0.32684 0.04024 5.64 -2.62 2.80
S 0.77531 -1.17094 -0.67468 0.88 0.54 1.96
S 0.27706 1.64916 -0.62554 1.33 -0.18 1.04
```
Positions in Å, forces in eV/Å.